Record 1
Molecular formula: C20H20ClNO3S
Method: DFT, wB97M-V/def2-TZVPD

Geometry (Å):
O  0.474  0.843  -2.317
C  0.476  0.232  -1.264
C  1.684  0.168  -0.411
C  2.900  0.182  -0.968
C  4.180  0.190  -0.285
C  4.303  0.257  1.105
C  5.548  0.265  1.703
C  6.697  0.204  0.930
C  6.592  0.136  -0.450
C  5.348  0.130  -1.050
N  -0.657  -0.385  -0.795
C  -1.891  -0.123  -1.516
C  -2.710  0.986  -0.904
C  -4.099  0.928  -0.962
C  -4.864  1.945  -0.418
C  -4.260  3.027  0.200
C  -2.877  3.079  0.255
Cl  -2.101  4.419  1.028
C  -2.099  2.074  -0.296
C  -0.618  -1.393  0.241
C  -1.356  -0.980  1.540
C  -2.837  -1.269  1.432
S  -2.926  -2.753  0.373
O  -3.834  -2.538  -0.722
O  -3.136  -3.925  1.175
C  -1.190  -2.732  -0.211
H  1.546  0.206  0.659
H  2.947  0.172  -2.050
H  3.421  0.311  1.724
H  5.626  0.321  2.779
H  7.668  0.209  1.401
H  7.484  0.090  -1.058
H  5.270  0.080  -2.127
H  -2.499  -1.024  -1.591
H  -1.596  0.187  -2.526
H  -4.575  0.076  -1.425
H  -5.941  1.895  -0.469
H  -4.849  3.819  0.632
H  -1.023  2.148  -0.263
H  0.440  -1.539  0.482
H  -1.176  0.077  1.737
H  -0.934  -1.562  2.361
H  -3.393  -0.480  0.936
H  -3.293  -1.517  2.383
H  -0.703  -3.565  0.287
H  -1.167  -2.872  -1.286

The total energy is -52054.7027 eV. The spin multiplicity is 1. As for the structure (SMILES): O=C(/C=C/c1ccccc1)N(Cc1cccc(Cl)c1)[C@H]1CCS(=O)(=O)C1. As for the HOMO-LUMO gap: 8.85 eV.

These are the Löwdin partial charges, in e, on atoms 1 to 8: 0.073 -0.458 -0.004 -0.012 -0.217 -0.031 -0.080 -0.085

=====

Record 2
Molecular formula: C22H64F3O14S
Method: DFT, wB97M-V/def2-TZVPD

Geometry (Å):
C  -22.837  -18.203  -19.456
F  -22.010  -18.609  -18.494
F  -22.743  -19.086  -20.446
F  -24.078  -18.195  -18.993
S  -22.373  -16.494  -20.028
O  -21.928  -15.847  -18.805
O  -21.334  -16.742  -21.009
O  -23.552  -15.863  -20.589
O  -26.357  -14.828  -20.092
H  -26.725  -13.951  -20.241
H  -25.402  -14.726  -20.217
O  -21.981  -13.266  -17.753
H  -21.247  -12.711  -18.030
H  -21.717  -14.169  -18.008
O  -22.325  -13.497  -21.691
H  -22.927  -12.876  -21.270
H  -22.745  -14.369  -21.571
O  -19.593  -14.388  -21.307
H  -19.916  -15.299  -21.231
H  -20.397  -13.878  -21.505
C  -23.059  -15.210  -24.438
C  -23.067  -16.703  -24.147
C  -24.455  -17.263  -23.952
O  -22.369  -17.370  -25.200
H  -22.039  -14.818  -24.396
H  -23.638  -14.627  -23.717
H  -23.478  -14.956  -25.416
H  -22.575  -16.837  -23.174
H  -25.074  -17.080  -24.845
H  -24.972  -16.726  -23.158
H  -24.484  -18.344  -23.814
H  -21.466  -17.034  -25.205
C  -20.035  -22.035  -18.556
C  -18.535  -21.871  -18.326
C  -18.220  -20.383  -18.435
O  -18.277  -22.307  -16.967
H  -20.623  -21.257  -18.072
H  -20.387  -22.992  -18.165
H  -20.208  -22.090  -19.635
H  -17.990  -22.491  -19.045
H  -17.179  -20.134  -18.219
H  -18.846  -19.882  -17.692
H  -18.559  -19.970  -19.384
H  -17.324  -22.213  -16.843
C  -23.467  -16.683  -15.979
C  -24.420  -15.732  -16.687
C  -25.839  -16.256  -16.601
O  -24.377  -14.432  -16.104
H  -23.205  -17.579  -16.540
H  -23.917  -17.045  -15.045
H  -22.526  -16.198  -15.704
H  -24.138  -15.674  -17.741
H  -26.516  -15.707  -17.258
H  -26.216  -16.291  -15.580
H  -25.826  -17.262  -17.038
H  -23.523  -14.038  -16.338
C  -18.039  -16.878  -19.025
C  -18.210  -16.956  -17.513
C  -17.082  -16.184  -16.833
O  -19.459  -16.294  -17.189
H  -17.029  -17.171  -19.319
H  -18.307  -15.908  -19.439
H  -18.689  -17.628  -19.495
H  -18.209  -17.969  -17.102
H  -17.117  -16.260  -15.746
H  -17.125  -15.150  -17.176
H  -16.118  -16.600  -17.140
H  -20.040  -16.467  -17.950
C  -23.393  -22.850  -18.058
C  -23.996  -21.839  -17.102
C  -25.335  -21.269  -17.553
O  -24.108  -22.378  -15.787
H  -24.102  -23.618  -18.392
H  -22.521  -23.326  -17.612
H  -23.036  -22.385  -18.982
H  -23.291  -21.000  -17.084
H  -26.046  -22.093  -17.667
H  -25.262  -20.727  -18.495
H  -25.690  -20.582  -16.787
H  -24.362  -23.300  -15.900
C  -21.089  -19.220  -15.053
C  -20.496  -18.174  -14.120
C  -20.381  -18.675  -12.704
O  -19.167  -17.862  -14.586
H  -20.454  -20.106  -15.045
H  -21.201  -18.794  -16.052
H  -22.115  -19.502  -14.787
H  -21.072  -17.246  -14.193
H  -19.904  -17.945  -12.050
H  -19.848  -19.623  -12.653
H  -21.401  -18.824  -12.335
H  -19.294  -17.487  -15.472
C  -20.865  -19.775  -23.408
C  -19.699  -19.469  -22.485
C  -18.448  -20.263  -22.794
O  -19.323  -18.096  -22.551
H  -21.716  -19.152  -23.130
H  -21.154  -20.827  -23.346
H  -20.599  -19.558  -24.445
H  -20.019  -19.726  -21.467
H  -17.719  -20.127  -21.995
H  -17.969  -19.912  -23.713
H  -18.635  -21.327  -22.963
H  -20.039  -17.635  -22.081

Its net charge is -1. For the relative energy (zero: lowest compared OMol25 entry of this formula, charge and spin), the calculation gives 0.00 kJ/mol. The total energy is -71509.0119 eV. The spin multiplicity is 1. As for the HOMO-LUMO gap: 9.70 eV.

These are the Löwdin partial charges, in e, on atoms 1 to 8: -0.662 0.120 0.136 0.144 0.531 -0.302 -0.316 -0.298